92
Properties=species:S:1:pos:R:3:forces:R:3 method="wB97M-V/def2-TZVPD" e_tot_ha=-3348.9434 charge=+1 lumo_energy_ev=-3.13 de_lowest_ev=0.316 mol_weight_g_mol=858.1
Zr -0.29048 0.05081 0.25648 0.099 -0.350 0.065
S -4.84933 0.81364 -3.63965 0.035 0.106 -0.064
S 3.62821 2.89724 3.81274 -0.051 -0.099 0.059
P 2.11320 -2.60321 -0.54837 -0.145 0.183 0.049
O 1.61906 -0.14606 0.85967 0.148 0.272 0.038
O -1.92413 -1.44027 0.39812 -0.082 -0.074 -0.063
O 0.00061 0.16132 -1.67155 -0.026 0.336 0.143
O -1.24303 -0.58014 2.29132 -0.025 0.127 -0.205
N -4.02682 -2.72902 1.58036 -0.036 0.017 -0.020
N -0.09320 2.08083 1.50112 0.091 -0.123 -0.045
N -2.12116 1.55913 -0.19007 -0.088 -0.040 0.139
C 4.36543 -2.90744 -2.14497 0.016 0.008 0.011
C 5.57558 -2.48436 -2.66695 -0.013 -0.005 0.004
C 2.08907 4.30185 5.28466 -0.024 -0.019 0.028
C 0.89117 2.28928 2.35232 0.031 -0.003 -0.011
C -3.20337 3.64058 0.34652 0.018 0.036 0.014
C -0.89983 -4.60992 -2.31270 0.006 -0.004 0.009
C 0.97020 3.43036 3.17529 -0.020 0.046 0.011
C -3.18470 4.84535 1.13175 -0.034 -0.004 -0.012
C -2.18761 5.08853 2.00715 0.022 0.000 0.009
C 2.23981 -4.92963 2.87411 -0.011 0.015 0.018
C -5.19945 1.79608 -2.26949 0.009 -0.086 0.050
C -2.93189 -2.28270 2.41746 0.111 -0.066 0.015
C 1.07469 -3.32774 -1.81694 -0.012 -0.004 0.049
C 5.39450 -0.42283 -1.43190 0.013 0.014 0.003
C 0.33090 1.11138 -2.66919 -0.014 -0.102 -0.118
C -1.09340 2.98845 1.41707 -0.036 -0.053 -0.088
C 4.25754 3.51125 5.27451 0.037 0.085 -0.049
C -6.45680 0.91936 -4.20179 -0.021 -0.086 0.042
C 1.58085 -2.51930 1.68748 -0.072 0.091 0.092
C 1.29594 -1.46968 0.65970 0.012 -0.152 -0.049
C 3.66749 -2.08206 -1.26069 0.036 -0.095 -0.020
C 1.70293 -3.87644 3.62342 0.009 -0.015 -0.002
C 2.46968 -4.79016 1.51332 -0.007 0.024 -0.037
C -2.16604 2.72020 0.50037 0.058 -0.049 0.020
C -1.99993 -1.37733 1.66781 0.054 0.103 0.035
C -0.03587 4.36694 3.06274 -0.027 -0.025 -0.021
C -7.24159 1.64696 -3.36137 0.009 0.048 -0.010
C 2.08392 3.59933 4.11212 0.060 0.047 -0.082
C 1.25473 -3.07185 -3.17240 -0.005 -0.008 -0.016
C -4.20633 3.33506 -0.58593 0.000 -0.026 -0.011
C -1.10436 4.15735 2.17698 -0.021 0.045 0.022
C 0.36021 -3.59308 -4.09514 0.027 0.012 -0.003
C 3.33901 4.25318 5.95147 -0.015 -0.054 0.034
C 1.07869 2.27868 -2.04272 -0.006 0.011 -0.012
C -0.00917 -4.09560 -1.38651 0.017 0.030 -0.019
C 1.14783 0.43880 -3.75889 -0.004 -0.068 0.106
C 1.35894 -2.65880 3.05207 0.001 -0.006 -0.031
C 4.18430 -0.83946 -0.89664 -0.052 -0.007 0.008
C -0.71278 -4.35982 -3.66598 -0.013 -0.005 -0.010
C -6.51903 2.15120 -2.25028 0.002 0.048 -0.029
C 2.15149 -3.56374 0.95315 0.016 -0.134 -0.008
C 6.08606 -1.24100 -2.31281 -0.006 0.008 0.010
C -4.16249 2.15353 -1.29793 -0.034 0.005 0.023
C -3.08141 1.28545 -1.04751 -0.007 -0.017 -0.013
H -8.29406 1.81922 -3.52876 0.002 0.003 0.001
H 5.79841 0.54234 -1.15647 0.004 -0.002 -0.004
H 2.08935 0.08044 -3.33094 0.002 0.002 -0.051
H -3.29950 -1.73742 3.28628 -0.029 0.019 -0.018
H 1.65021 1.51574 2.38663 0.009 0.009 0.013
H 3.96338 -3.87383 -2.42468 0.009 0.000 0.002
H 0.46419 2.77402 -1.28455 0.010 -0.014 0.003
H 0.50248 -3.39973 -5.15022 0.001 0.001 0.002
H -1.73782 -5.20887 -1.98213 0.003 0.001 0.006
H 1.37401 1.12675 -4.57387 -0.008 0.037 0.016
H -0.60662 1.48196 -3.10391 -0.020 -0.007 -0.014
H -5.01037 4.04100 -0.75552 0.003 0.003 -0.001
H -3.01048 0.32990 -1.55656 -0.006 0.003 0.007
H -0.15082 -4.28325 -0.32885 -0.014 -0.005 0.000
H 6.12087 -3.12186 -3.34974 0.002 0.000 0.001
H 1.99513 1.91461 -1.57115 0.008 0.020 0.016
H 2.08615 -2.46739 -3.50793 -0.004 0.011 -0.011
H 1.34541 3.02611 -2.79128 0.008 -0.012 -0.003
H 3.63498 -0.21338 -0.20437 0.007 0.007 -0.002
H -6.74086 0.43180 -5.12001 -0.004 -0.016 0.012
H 7.03068 -0.91188 -2.72536 0.000 0.001 -0.001
H -2.27745 -3.08086 2.80613 -0.047 -0.015 -0.002
H 3.54070 4.73196 6.89774 -0.006 -0.002 0.001
H -6.96399 2.73736 -1.45845 -0.002 0.002 -0.004
H -3.67911 -3.07646 0.69560 0.005 0.004 0.000
H 5.27795 3.30318 5.55181 0.008 0.018 -0.007
H 1.54455 -4.02451 4.68443 0.003 -0.001 0.000
H 1.21850 4.80808 5.67783 0.004 -0.003 0.000
H 2.48610 -5.85949 3.36849 0.001 -0.001 0.001
H -2.18273 5.99487 2.59894 -0.006 0.002 -0.004
H -0.00206 5.27684 3.64958 0.003 0.001 -0.004
H 0.60037 -0.41399 -4.16000 0.009 0.008 -0.021
H -1.40656 -4.76758 -4.38952 0.000 0.002 0.001
H 2.89708 -5.59667 0.93203 0.003 -0.005 0.005
H -4.55539 -3.46339 2.03060 0.005 -0.007 0.000
H 0.92355 -1.85957 3.63745 0.004 -0.004 0.005
H -3.99407 5.55346 1.00782 0.006 0.002 0.002